{"formula": "C13H15IrN4", "method": "wB97M-V/def2-TZVPD", "species": ["C", "C", "H", "H", "H", "H", "Ir", "C", "C", "C", "C", "H", "H", "H", "C", "H", "H", "N", "C", "C", "N", "C", "C", "N", "C", "C", "N", "H", "H", "H", "H", "H", "H"], "xyz": [[-2.053, -0.603, -2.546], [-1.841, 0.672, -2.233], [-2.900, -1.148, -2.119], [-1.632, -1.081, -3.445], [-1.252, 1.338, -2.863], [-2.510, 1.166, -1.530], [0.694, -0.018, -0.467], [1.904, -1.266, -1.697], [0.988, -0.471, -2.486], [2.412, 0.982, -1.332], [2.780, -0.363, -1.004], [0.233, -0.869, -3.161], [0.777, 1.779, -2.671], [2.900, 1.881, -0.967], [1.289, 0.923, -2.241], [3.611, -0.658, -0.359], [1.945, -2.348, -1.641], [0.219, 1.176, 3.474], [1.449, 1.842, 3.336], [1.866, 1.627, 2.044], [0.889, 0.874, 1.387], [-0.085, 0.599, 2.274], [-1.068, -0.317, 1.789], [-0.833, -0.783, 0.547], [-1.731, -1.806, 0.266], [-2.562, -1.912, 1.338], [-2.128, -1.004, 2.296], [-0.390, 1.130, 4.295], [1.883, 2.389, 4.158], [2.770, 1.950, 1.574], [-1.686, -2.312, -0.701], [-3.413, -2.555, 1.484], [-2.526, -0.816, 3.204]], "mulliken_spin": [0.11, 0.01, 0.00, 0.00, 0.00, 0.00, 1.33, 0.02, 0.01, 0.01, 0.20, -0.01, 0.02, 0.00, 0.17, 0.02, 0.01, 0.15, 0.28, 0.13, 0.21, 0.28, 0.25, 0.26, 0.11, 0.29, 0.14, -0.01, 0.01, 0.01, 0.00, 0.01, -0.01], "total_energy_ev": -22501.960, "spin_multiplicity": 5, "lumo_energy_ev": [-6.025, -10.555], "largest_force_ha_per_bohr": 0.0907, "e_above_lowest_ev": 0.024, "orbital_gap_ev": [6.409, 5.845], "charge": 2}